DFT (ωB97M-V/def2-TZVPD) results for a molecular structure, C53H54F2MnN3O4P2 in a non-equilibrium geometry.

```
! wB97M-V def2-TZVPD RIJCOSX def2/J DEFGRID3
* xyz 0 5
Mn -0.69668 0.27793 -0.88040
O -0.49107 0.22431 1.32085
P 0.61770 -0.15106 2.25565
C 2.04153 -0.96097 1.53378
P 2.68097 0.05153 -0.20548
O 1.31384 0.63027 -0.56670
C 3.59482 1.24797 0.87036
C 3.23999 2.59148 0.88186
C 3.98202 3.51153 1.60644
C 5.09677 3.09772 2.32213
C 5.46573 1.75973 2.30812
C 4.71798 0.84265 1.58486
C 3.74478 0.67147 -1.67541
C 5.03193 0.18079 -1.84831
C 5.88058 0.76184 -2.77957
C 5.44220 1.83604 -3.54158
C 4.14257 2.30121 -3.39765
C 3.29010 1.71353 -2.47232
C 0.01777 -1.21085 3.61385
C 0.74670 -2.28101 4.11544
C 0.26554 -3.00842 5.19632
C -0.94530 -2.66760 5.77874
C -1.67432 -1.59318 5.28407
C -1.19273 -0.86641 4.20910
C 1.13645 1.32838 3.15939
C 2.27904 1.36045 3.95025
C 2.58937 2.50379 4.66756
C 1.76199 3.61573 4.59203
C 0.61560 3.58415 3.81183
C 0.29943 2.43749 3.09851
H 1.73114 -1.95577 1.22595
H 2.86460 -1.02616 2.24401
H 2.37396 2.91119 0.31070
H 3.69478 4.55617 1.60597
H 5.67866 3.81394 2.88888
H 6.33832 1.42898 2.85865
H 5.01607 -0.20170 1.56746
H 5.37334 -0.64884 -1.23738
H 6.88795 0.38337 -2.90507
H 6.11339 2.30824 -4.24809
H 3.79261 3.13206 -3.99985
H 2.27658 2.07587 -2.35539
H 1.69585 -2.55510 3.66912
H 0.83902 -3.84161 5.58392
H -1.31849 -3.23628 6.62091
H -2.61755 -1.32167 5.74065
H -1.76098 -0.03356 3.81124
H 2.93147 0.49759 4.00172
H 3.47858 2.53047 5.28388
H 2.01014 4.51025 5.14964
H -0.03601 4.44760 3.76182
H -0.60520 2.37581 2.50541
F 0.97399 -2.38631 -5.27521
C 0.57361 -1.22528 -4.72817
C 0.29093 -1.19660 -3.37794
C -0.13602 -0.02114 -2.77339
C -0.13581 1.15107 -3.56271
C 0.10339 1.06233 -4.92788
F -0.00307 2.15749 -5.70756
C 0.43725 -0.12210 -5.54678
C -0.28615 2.38355 -2.79693
C 0.00822 3.67039 -3.24361
C 0.00598 4.72392 -2.34999
C -0.26079 4.46750 -1.01133
C -0.55232 3.17479 -0.63641
N -0.59453 2.16072 -1.50242
H 0.41166 -2.12329 -2.83179
H 0.59884 -0.17198 -6.61346
H 0.25699 3.83060 -4.28010
H 0.23563 5.72414 -2.69169
H -0.25963 5.25667 -0.27319
H -0.75266 2.92992 0.39907
C -3.64905 2.85646 0.03852
C -4.25130 1.68382 0.81539
C -3.34472 1.15039 1.92603
C -4.67219 0.57648 -0.13321
C -6.01126 0.23813 -0.08415
C -6.57189 -0.71058 -0.92271
C -5.75882 -1.27449 -1.89126
C -4.41118 -0.98303 -2.00605
C -3.73044 -1.62783 -3.19808
C -3.19359 -0.56504 -4.15822
C -2.68005 -2.65123 -2.76246
C -3.76591 -0.09131 -1.05228
N -2.44449 0.09092 -0.97926
H -3.28471 3.63160 0.71778
H -4.40598 3.29795 -0.61264
H -2.83241 2.50767 -0.58490
H -5.16230 2.05803 1.29086
H -2.43857 0.72744 1.50647
H -3.86299 0.35396 2.46499
H -3.08867 1.94120 2.63814
H -6.64259 0.74412 0.63731
H -7.62027 -0.96768 -0.85157
H -6.19293 -1.96633 -2.60436
H -4.50010 -2.18190 -3.74217
H -2.51184 0.10148 -3.64297
H -4.02242 0.02796 -4.54955
H -2.67647 -1.03419 -4.99801
H -1.94449 -2.15235 -2.14614
H -2.19142 -3.10152 -3.62941
H -3.16085 -3.44128 -2.17929
O -1.88590 -2.50722 1.14212
C -1.12573 -2.89453 0.30996
O -0.39789 -2.08082 -0.48972
C -0.92722 -4.37261 -0.04932
N 0.31481 -4.52820 -0.82175
C 1.31294 -5.07260 0.11224
C 0.53568 -5.95726 1.09255
C -0.82985 -5.26218 1.21155
H -1.79613 -4.63172 -0.65655
H 0.15917 -2.69357 -1.02762
H 0.18254 -5.16596 -1.59537
H 1.77663 -4.24261 0.64962
H 2.09873 -5.60369 -0.42179
H 1.04964 -6.02674 2.05120
H 0.42884 -6.96327 0.68331
H -0.89454 -4.64421 2.10493
H -1.64687 -5.97942 1.25152
*
```

Results
HOMO level (spin up / spin down)	-6.2 / -7.6	eV
lowest unoccupied orbital energy (spin up / spin down)	0.190 / -0.194	eV
expectation value of S²	6.120
orbital gap (spin up / spin down)	6.4 / 7.5	eV
maximum force	0.0221	Eh/bohr